Record 1
{
  "formula": "C18H42CrN2O6",
  "method": "ωB97M-V with the def2-TZVPD basis set",
  "symbols": ["Cr", "C", "C", "C", "C", "C", "C", "N", "O", "C", "C", "C", "H", "H", "H", "H", "H", "H", "H", "H", "H", "H", "H", "H", "H", "H", "H", "H", "H", "H", "C", "C", "C", "C", "C", "C", "N", "O", "C", "C", "C", "H", "H", "H", "H", "H", "H", "H", "H", "H", "H", "H", "H", "H", "H", "H", "H", "H", "H", "O", "H", "O", "H", "O", "H", "H", "O", "H", "H"],
  "xyz": [[-0.23, -1.91, 1.19], [4.34, -1.35, -0.71], [3.20, -0.36, -1.20], [3.71, 0.46, -2.38], [3.78, -0.28, -3.74], [2.33, -0.80, -4.14], [1.82, -1.82, -3.05], [1.92, -1.15, -1.64], [1.22, -1.76, -0.53], [2.63, -3.14, -3.12], [0.40, -2.17, -3.36], [2.79, 0.69, -0.13], [5.12, -0.76, -0.23], [4.89, -1.85, -1.51], [4.06, -2.11, 0.02], [4.62, 1.03, -2.20], [3.09, 1.35, -2.50], [4.50, -1.07, -3.55], [4.08, 0.36, -4.57], [2.57, -1.34, -5.06], [1.69, 0.06, -4.30], [3.62, -3.08, -2.66], [2.72, -3.33, -4.19], [2.19, -4.01, -2.64], [-0.34, -1.39, -3.52], [-0.05, -2.68, -2.50], [0.33, -2.94, -4.13], [2.48, 0.26, 0.82], [1.88, 1.18, -0.47], [3.46, 1.54, 0.05], [0.27, 2.35, 2.18], [-1.26, 2.21, 2.35], [-1.74, 3.66, 2.23], [-3.26, 3.73, 2.07], [-3.81, 2.86, 0.97], [-3.30, 1.44, 0.90], [-1.80, 1.39, 1.21], [-1.11, 0.16, 1.03], [-3.62, 0.92, -0.57], [-4.17, 0.61, 1.88], [-1.50, 1.64, 3.75], [0.72, 3.32, 2.41], [0.55, 2.21, 1.13], [0.80, 1.59, 2.74], [-1.33, 4.39, 1.53], [-1.70, 4.21, 3.16], [-3.59, 4.70, 1.69], [-3.75, 3.62, 3.03], [-3.90, 3.29, -0.02], [-4.85, 2.82, 1.31], [-2.77, 1.16, -1.20], [-4.56, 1.35, -0.90], [-3.78, -0.16, -0.49], [-4.02, 0.96, 2.91], [-3.68, -0.35, 2.01], [-5.19, 0.35, 1.60], [-2.48, 1.67, 4.23], [-0.83, 2.25, 4.37], [-1.21, 0.59, 3.76], [0.29, -3.89, 1.28], [0.16, -4.26, 0.39], [1.06, -1.35, 2.60], [1.83, -0.75, 2.64], [-1.75, -2.57, -0.11], [-1.93, -2.39, -1.03], [-2.32, -3.31, 0.10], [-1.60, -2.45, 2.68], [-2.13, -3.23, 2.52], [-1.55, -2.38, 3.63]],
  "e_lumo_ev": [-0.23, -1.01],
  "spin_multiplicity": 5,
  "homo_ev": [-5.81, -5.75]
}



Record 2
{
  "formula": "C4H11NO",
  "method": "ωB97M-V with the def2-TZVPD basis set",
  "symbols": ["C", "C", "C", "C", "N", "H", "H", "H", "H", "H", "H", "H", "H", "H", "H", "H", "O"],
  "xyz": [[1.97, -0.33, 0.70], [0.89, -0.91, -0.17], [0.43, -2.16, 0.01], [-0.71, -0.31, -1.94], [0.41, -0.03, -1.09], [2.70, 0.22, 0.10], [2.56, -1.12, 1.16], [1.51, 0.23, 1.50], [0.93, -2.91, 0.60], [-0.36, -2.54, -0.63], [-1.10, 0.62, -2.36], [-1.56, -0.72, -1.39], [-0.45, -1.00, -2.76], [0.89, 0.85, -1.14], [-2.20, 3.20, 1.89], [-3.40, 3.63, 2.69], [-2.51, 3.27, 2.82]],
  "e_lumo_ev": [3.86, 3.77],
  "total_charge": -1,
  "spin_multiplicity": 2,
  "homo_ev": [1.14, -4.64],
  "de_lowest_kj_mol": 35.35
}



Record 3
{
  "formula": "FNO3S",
  "method": "ωB97M-V with the def2-TZVPD basis set",
  "symbols": ["N", "O", "O", "O", "F", "S"],
  "xyz": [[-0.10, -0.79, 1.02], [-0.40, -1.05, 2.15], [-0.86, 0.21, 0.43], [0.89, -0.57, -1.16], [0.59, 1.80, -1.13], [-0.12, 0.40, -1.31]],
  "e_lumo_ev": -0.53,
  "homo_ev": -10.37,
  "de_lowest_kj_mol": 58.86
}



Record 4
{
  "formula": "C44H55F33O22",
  "method": "ωB97M-V with the def2-TZVPD basis set",
  "symbols": ["C", "C", "O", "C", "O", "C", "F", "F", "F", "H", "H", "H", "H", "H", "C", "C", "O", "C", "O", "C", "F", "F", "F", "H", "H", "H", "H", "H", "C", "C", "O", "C", "O", "C", "F", "F", "F", "H", "H", "H", "H", "H", "C", "C", "O", "C", "O", "C", "F", "F", "F", "H", "H", "H", "H", "H", "C", "C", "O", "C", "O", "C", "F", "F", "F", "H", "H", "H", "H", "H", "C", "C", "O", "C", "O", "C", "F", "F", "F", "H", "H", "H", "H", "H", "C", "C", "O", "C", "O", "C", "F", "F", "F", "H", "H", "H", "H", "H", "C", "C", "O", "C", "O", "C", "F", "F", "F", "H", "H", "H", "H", "H", "C", "C", "O", "C", "O", "C", "F", "F", "F", "H", "H", "H", "H", "H", "C", "C", "O", "C", "O", "C", "F", "F", "F", "H", "H", "H", "H", "H", "C", "C", "O", "C", "O", "C", "F", "F", "F", "H", "H", "H", "H", "H"],
  "xyz": [[-13.10, -24.03, 8.10], [-11.57, -23.88, 8.16], [-11.08, -24.57, 9.29], [-11.11, -24.08, 10.51], [-11.24, -22.92, 10.78], [-10.69, -25.10, 11.56], [-11.19, -26.31, 11.31], [-9.35, -25.17, 11.58], [-11.09, -24.72, 12.78], [-13.56, -23.30, 8.76], [-13.36, -25.06, 8.31], [-13.45, -23.78, 7.09], [-11.27, -22.84, 8.07], [-11.16, -24.45, 7.32], [-12.60, -33.85, 12.79], [-11.65, -32.69, 12.93], [-10.57, -33.09, 13.82], [-9.47, -32.35, 13.73], [-9.36, -31.33, 13.12], [-8.26, -33.00, 14.43], [-8.57, -34.10, 15.09], [-7.34, -33.31, 13.49], [-7.66, -32.10, 15.22], [-12.05, -34.64, 12.29], [-13.48, -33.50, 12.26], [-12.91, -34.19, 13.78], [-12.14, -31.89, 13.50], [-11.31, -32.29, 11.98], [-8.62, -24.27, 4.26], [-8.97, -25.30, 5.36], [-7.81, -25.58, 6.11], [-7.63, -25.02, 7.31], [-8.18, -24.06, 7.75], [-6.63, -25.82, 8.17], [-5.38, -25.41, 7.99], [-6.94, -25.58, 9.46], [-6.75, -27.13, 7.97], [-8.36, -23.31, 4.71], [-9.48, -24.05, 3.62], [-7.77, -24.60, 3.68], [-9.41, -26.18, 4.89], [-9.78, -24.91, 5.98], [-16.71, -33.76, 15.67], [-15.45, -33.02, 16.03], [-15.52, -31.63, 15.74], [-15.45, -31.25, 14.46], [-15.40, -31.95, 13.50], [-15.78, -29.75, 14.26], [-15.00, -29.29, 13.30], [-17.08, -29.62, 13.91], [-15.65, -29.03, 15.38], [-17.03, -33.58, 14.64], [-17.59, -33.57, 16.28], [-16.58, -34.85, 15.61], [-14.54, -33.54, 15.72], [-15.37, -33.01, 17.12], [-17.69, -31.11, 10.97], [-16.68, -30.52, 9.98], [-16.66, -29.10, 10.28], [-16.26, -28.27, 9.33], [-15.77, -28.58, 8.30], [-16.56, -26.78, 9.66], [-17.27, -26.27, 8.65], [-17.20, -26.60, 10.80], [-15.39, -26.13, 9.69], [-18.59, -30.50, 10.90], [-17.33, -31.00, 11.99], [-17.90, -32.14, 10.71], [-17.00, -30.71, 8.96], [-15.66, -30.87, 10.11], [-7.76, -28.82, 14.67], [-9.09, -28.39, 14.07], [-9.91, -28.08, 15.18], [-11.19, -27.81, 14.96], [-11.67, -27.67, 13.88], [-11.96, -27.50, 16.26], [-13.18, -28.00, 16.09], [-11.35, -28.05, 17.31], [-12.09, -26.20, 16.48], [-7.90, -29.76, 15.20], [-7.44, -28.08, 15.41], [-6.95, -28.91, 13.95], [-9.53, -29.20, 13.48], [-8.91, -27.57, 13.36], [-6.76, -30.09, 10.79], [-7.14, -28.65, 10.49], [-6.85, -27.85, 11.65], [-5.75, -27.12, 11.60], [-5.09, -26.88, 10.64], [-5.41, -26.45, 12.94], [-4.68, -25.35, 12.78], [-6.53, -26.11, 13.58], [-4.71, -27.29, 13.72], [-5.70, -30.33, 10.82], [-7.10, -30.68, 9.93], [-7.34, -30.52, 11.61], [-8.21, -28.60, 10.29], [-6.58, -28.35, 9.61], [-16.38, -23.77, 6.45], [-16.37, -23.96, 4.95], [-15.06, -24.27, 4.45], [-14.55, -25.46, 4.74], [-15.11, -26.34, 5.33], [-13.18, -25.67, 4.11], [-12.32, -26.14, 5.04], [-13.26, -26.61, 3.15], [-12.69, -24.56, 3.56], [-15.68, -22.95, 6.64], [-16.07, -24.65, 7.01], [-17.37, -23.45, 6.75], [-16.62, -23.05, 4.41], [-17.13, -24.63, 4.56], [-12.51, -29.50, 11.34], [-11.31, -28.93, 10.61], [-11.82, -28.30, 9.41], [-10.91, -27.77, 8.61], [-9.74, -27.69, 8.85], [-11.53, -27.11, 7.38], [-11.39, -25.79, 7.45], [-10.83, -27.57, 6.32], [-12.80, -27.44, 7.18], [-13.09, -30.24, 10.77], [-13.24, -28.71, 11.49], [-12.16, -29.90, 12.29], [-10.58, -29.71, 10.42], [-10.89, -28.14, 11.24], [-12.44, -31.14, 7.17], [-13.78, -31.16, 7.86], [-14.30, -32.45, 8.21], [-13.67, -33.22, 9.07], [-12.66, -32.97, 9.65], [-14.46, -34.55, 9.32], [-15.41, -34.34, 10.25], [-15.07, -34.96, 8.20], [-13.61, -35.50, 9.71], [-12.10, -30.11, 7.09], [-12.46, -31.63, 6.20], [-11.69, -31.71, 7.71], [-14.55, -30.77, 7.20], [-13.82, -30.56, 8.77], [-9.21, -34.33, 10.08], [-9.56, -33.20, 9.15], [-8.35, -32.58, 8.67], [-8.36, -31.83, 7.59], [-9.32, -31.53, 6.96], [-6.98, -31.20, 7.21], [-7.03, -29.89, 7.40], [-5.97, -31.78, 7.85], [-6.79, -31.39, 5.89], [-8.59, -33.98, 10.91], [-8.69, -35.16, 9.60], [-10.07, -34.82, 10.54], [-10.17, -32.46, 9.66], [-10.08, -33.51, 8.25]],
  "e_lumo_ev": 0.18,
  "smiles": "CCOC(=O)C(F)(F)F.CCOC(=O)C(F)(F)F.CCOC(=O)C(F)(F)F.CCOC(=O)C(F)(F)F.CCOC(=O)C(F)(F)F.CCOC(=O)C(F)(F)F.CCOC(=O)C(F)(F)F.CCOC(=O)C(F)(F)F.CCOC(=O)C(F)(F)F.CCOC(=O)C(F)(F)F.CCOC(=O)C(F)(F)F",
  "homo_ev": -10.89,
  "de_lowest_kj_mol": 305.79
}



Record 5
{
  "formula": "C10H15NO2",
  "method": "ωB97M-V with the def2-TZVPD basis set",
  "symbols": ["C", "C", "C", "C", "C", "O", "C", "C", "H", "H", "H", "H", "H", "H", "H", "H", "C", "C", "C", "N", "O", "H", "H", "H", "H", "H", "H", "H"],
  "xyz": [[2.38, 1.80, 0.88], [1.02, 1.18, 1.05], [-0.09, 1.99, 0.97], [-1.45, 1.50, 1.33], [-1.58, 0.16, 1.62], [-2.76, -0.30, 1.96], [-0.43, -0.66, 1.65], [0.81, -0.25, 1.25], [2.69, 1.97, 1.84], [2.41, 2.79, 0.49], [3.02, 1.11, 0.27], [0.08, 2.97, 0.70], [-2.31, 2.07, 1.26], [-3.40, 0.42, 1.68], [-0.73, -1.70, 1.70], [1.63, -0.97, 1.29], [-1.33, -0.11, -2.30], [0.17, -0.13, -2.51], [0.99, -1.20, -1.72], [0.33, -2.46, -1.71], [2.07, -1.16, -1.22], [-1.42, -0.91, -1.53], [-1.89, -0.40, -3.23], [-1.66, 0.98, -2.12], [0.55, -0.15, -3.54], [0.67, 0.85, -2.51], [0.97, -3.11, -1.30], [-0.36, -2.65, -2.33]],
  "e_lumo_ev": 0.76,
  "smiles": "Cc1ccc(O)cc1.CCC(N)=O",
  "homo_ev": -8.08,
  "de_lowest_kj_mol": 217.00
}



Record 6
{
  "formula": "C25H38AsCl2NOPdSi4",
  "method": "ωB97M-V with the def2-TZVPD basis set",
  "symbols": ["Pd", "C", "Si", "C", "C", "C", "C", "C", "C", "C", "Si", "C", "C", "H", "H", "H", "H", "H", "H", "H", "H", "H", "H", "H", "H", "H", "H", "H", "H", "Cl", "C", "C", "C", "Cl", "C", "C", "C", "C", "N", "C", "C", "O", "H", "H", "H", "H", "C", "Si", "C", "C", "As", "Si", "C", "C", "C", "H", "H", "H", "H", "H", "H", "H", "H", "H", "H", "H", "H", "H", "H", "H", "H", "H", "H"],
  "xyz": [[-0.46, 0.63, -0.19], [2.58, 2.52, -0.99], [1.92, 0.86, -0.15], [2.91, -0.53, -1.03], [2.71, 0.97, 1.61], [4.07, 1.15, 1.90], [4.51, 1.03, 3.21], [3.62, 0.91, 4.25], [2.25, 0.96, 4.02], [1.80, 0.87, 2.69], [-0.03, 0.96, 2.20], [-0.54, 2.74, 2.67], [-0.91, -0.39, 3.25], [3.33, 2.91, -0.33], [1.75, 3.23, -1.09], [3.03, 2.32, -1.94], [3.84, -0.68, -0.52], [3.19, -0.25, -2.04], [2.46, -1.50, -1.12], [4.83, 1.28, 1.13], [5.56, 0.99, 3.42], [4.01, 0.70, 5.23], [1.55, 0.83, 4.84], [-0.39, 2.81, 3.75], [-1.58, 2.96, 2.40], [0.07, 3.47, 2.20], [-0.79, -0.10, 4.27], [-0.44, -1.37, 3.08], [-1.98, -0.50, 3.03], [-0.57, 5.50, -1.40], [-1.89, 4.55, -0.92], [-3.23, 5.01, -0.79], [-4.24, 4.21, -0.32], [-5.78, 4.90, 0.00], [-3.98, 2.85, -0.01], [-4.95, 1.93, 0.52], [-4.59, 0.63, 0.82], [-3.28, 0.23, 0.63], [-2.37, 1.07, 0.17], [-2.66, 2.34, -0.13], [-1.57, 3.20, -0.58], [-0.37, 2.76, -0.65], [-3.43, 6.04, -1.03], [-5.96, 2.24, 0.69], [-5.27, -0.10, 1.23], [-2.92, -0.78, 0.84], [2.09, -4.10, -1.84], [1.02, -3.64, -0.33], [0.22, -5.32, 0.26], [1.99, -3.19, 1.27], [-0.47, -1.78, -0.59], [-0.94, -1.58, -3.04], [0.62, -0.93, -3.93], [-1.62, -3.28, -3.71], [-2.30, -0.23, -3.08], [2.90, -4.73, -1.48], [2.54, -3.28, -2.42], [1.59, -4.70, -2.59], [1.00, -5.77, 0.91], [-0.03, -6.03, -0.55], [-0.65, -5.22, 0.90], [2.95, -3.68, 1.17], [1.48, -3.60, 2.16], [2.23, -2.14, 1.42], [1.44, -1.67, -3.90], [0.98, -0.01, -3.50], [0.33, -0.79, -4.96], [-1.16, -4.15, -3.25], [-1.44, -3.36, -4.80], [-2.72, -3.35, -3.61], [-1.96, 0.77, -2.75], [-3.21, -0.48, -2.50], [-2.66, -0.10, -4.11]],
  "e_lumo_ev": [4.65, 4.63],
  "total_charge": -2,
  "spin_multiplicity": 3,
  "homo_ev": [1.11, -1.03]
}



Please write out number 3 again, unchanged.
{
  "formula": "FNO3S",
  "method": "ωB97M-V with the def2-TZVPD basis set",
  "symbols": ["N", "O", "O", "O", "F", "S"],
  "xyz": [[-0.10, -0.79, 1.02], [-0.40, -1.05, 2.15], [-0.86, 0.21, 0.43], [0.89, -0.57, -1.16], [0.59, 1.80, -1.13], [-0.12, 0.40, -1.31]],
  "e_lumo_ev": -0.53,
  "homo_ev": -10.37,
  "de_lowest_kj_mol": 58.86
}



Copy entry 2 word for word.
{
  "formula": "C4H11NO",
  "method": "ωB97M-V with the def2-TZVPD basis set",
  "symbols": ["C", "C", "C", "C", "N", "H", "H", "H", "H", "H", "H", "H", "H", "H", "H", "H", "O"],
  "xyz": [[1.97, -0.33, 0.70], [0.89, -0.91, -0.17], [0.43, -2.16, 0.01], [-0.71, -0.31, -1.94], [0.41, -0.03, -1.09], [2.70, 0.22, 0.10], [2.56, -1.12, 1.16], [1.51, 0.23, 1.50], [0.93, -2.91, 0.60], [-0.36, -2.54, -0.63], [-1.10, 0.62, -2.36], [-1.56, -0.72, -1.39], [-0.45, -1.00, -2.76], [0.89, 0.85, -1.14], [-2.20, 3.20, 1.89], [-3.40, 3.63, 2.69], [-2.51, 3.27, 2.82]],
  "e_lumo_ev": [3.86, 3.77],
  "total_charge": -1,
  "spin_multiplicity": 2,
  "homo_ev": [1.14, -4.64],
  "de_lowest_kj_mol": 35.35
}